Density functional theory data (ωB97M-V/def2-TZVPD) for C35H79GaN3O6Si2 as an isolated structure at a distorted geometry.

Calculated values
max |F|	2.7	eV/Å
LUMO	0.084	Eh
HOMO energy	-0.1337	Eh
orbital gap	5.916	eV

```
! wB97M-V def2-TZVPD RIJCOSX def2/J DEFGRID3
* xyz -1 1
C -1.918 -1.401 0.463
C -2.263 0.042 1.053
Ga -1.887 1.512 -0.339
C -0.024 1.272 -1.264
C 0.986 0.783 -0.165
C 2.501 0.696 -0.620
C 2.871 1.931 -1.520
C 3.331 1.759 -2.879
C 3.612 2.964 -3.663
C 3.397 4.248 -3.043
C 2.951 4.439 -1.665
C 2.675 3.246 -0.885
Si -3.574 1.755 -2.002
C -3.225 3.216 -3.225
C -5.198 2.267 -1.053
C -3.933 0.142 -3.002
Si -1.727 3.660 0.752
C -0.521 3.595 2.242
C -3.463 4.192 1.432
C -1.192 5.065 -0.439
H -2.728 -2.110 0.777
H -0.956 -1.768 0.916
H -1.790 -1.403 -0.653
H -1.557 0.218 1.916
H -3.330 0.122 1.381
H 0.209 2.275 -1.701
H -0.058 0.522 -2.101
H 0.909 1.350 0.808
H 0.676 -0.273 0.097
H 3.172 0.800 0.302
H 2.790 -0.263 -1.119
H 3.445 0.721 -3.264
H 3.942 2.822 -4.716
H 3.581 5.158 -3.653
H 2.784 5.442 -1.211
H 2.304 3.305 0.165
H -4.194 3.566 -3.686
H -2.762 4.098 -2.718
H -2.511 2.883 -4.029
H -5.481 3.318 -1.304
H -5.968 1.502 -1.335
H -4.995 2.146 0.042
H -4.247 0.450 -4.040
H -3.062 -0.560 -3.010
H -4.811 -0.343 -2.485
H 0.521 3.814 1.880
H -0.599 2.564 2.681
H -0.868 4.335 3.012
H -3.877 3.407 2.113
H -3.279 5.151 2.007
H -4.155 4.441 0.586
H -2.061 5.517 -0.996
H -0.800 5.908 0.214
H -0.362 4.797 -1.139
C 5.160 5.317 5.183
O 5.599 3.992 5.428
C 4.888 3.328 6.471
C 3.954 2.259 5.915
N 2.825 2.846 5.203
C 2.071 1.910 4.363
C 2.819 1.151 3.262
O 3.247 1.952 2.169
C 4.422 2.706 2.406
H 5.912 5.808 4.563
H 4.214 5.327 4.634
H 5.053 5.882 6.112
H 4.354 4.033 7.117
H 5.644 2.829 7.085
H 3.577 1.645 6.739
H 4.554 1.616 5.259
H 3.160 3.598 4.614
H 1.282 2.495 3.884
H 1.572 1.187 5.017
H 2.111 0.436 2.835
H 3.649 0.549 3.650
H 5.138 2.173 3.037
H 4.166 3.674 2.841
H 4.895 2.905 1.442
C 4.388 -4.971 0.088
O 4.456 -5.568 1.373
C 5.736 -5.476 1.990
C 5.730 -4.471 3.136
N 5.608 -3.101 2.650
C 5.260 -2.112 3.672
C 3.968 -2.310 4.475
O 2.774 -2.120 3.735
C 2.399 -3.218 2.918
H 3.467 -5.309 -0.389
H 4.348 -3.880 0.158
H 5.233 -5.270 -0.537
H 6.527 -5.256 1.265
H 5.944 -6.465 2.411
H 6.659 -4.566 3.706
H 4.898 -4.740 3.797
H 4.899 -3.069 1.927
H 5.184 -1.151 3.154
H 6.102 -2.028 4.368
H 3.955 -1.534 5.247
H 3.944 -3.264 5.014
H 2.640 -4.180 3.379
H 2.864 -3.131 1.936
H 1.320 -3.171 2.766
C -4.790 -3.322 -3.256
O -5.579 -2.526 -4.124
C -5.073 -2.448 -5.451
C -5.929 -3.259 -6.419
N -5.781 -4.694 -6.197
C -6.800 -5.524 -6.841
C -8.274 -5.270 -6.500
O -8.653 -5.640 -5.184
C -8.293 -4.709 -4.175
H -5.107 -3.119 -2.232
H -4.942 -4.390 -3.448
H -3.729 -3.080 -3.343
H -4.018 -2.735 -5.506
H -5.141 -1.395 -5.742
H -5.634 -3.023 -7.446
H -6.966 -2.934 -6.280
H -5.806 -4.879 -5.202
H -6.572 -6.559 -6.567
H -6.669 -5.449 -7.925
H -8.866 -5.911 -7.161
H -8.590 -4.244 -6.722
H -8.363 -3.675 -4.520
H -7.291 -4.926 -3.804
H -8.979 -4.838 -3.336
*
```

=====

Density functional theory data (ωB97M-V/def2-TZVPD) for a 16-piece molecular cluster, C35H80F6N10O30PS5 overall at a distorted geometry.

Calculated values
max |F|	7.9	eV/Å
LUMO	0.059	Eh
HOMO energy	-0.2699	Eh
orbital gap	8.945	eV

```
! wB97M-V def2-TZVPD RIJCOSX def2/J DEFGRID3
* xyz -1 1
P -0.582 -0.082 0.109
F 0.664 0.190 1.090
F -1.740 -0.053 1.351
F -0.702 1.534 -0.207
F -1.697 -0.344 -1.032
F 0.629 -0.127 -0.974
F -0.532 -1.659 0.443
C -0.704 -2.012 4.187
O -0.287 -2.953 4.965
N -1.959 -1.878 3.831
N -0.001 -1.218 3.530
H -2.536 -2.668 4.083
H -2.359 -1.103 3.323
H 1.004 -1.303 3.596
H -0.425 -0.901 2.670
C 1.239 4.243 0.255
O 2.083 5.113 0.301
N 0.118 4.176 1.034
N 1.257 3.202 -0.546
H -0.054 5.070 1.471
H -0.689 3.621 0.791
H 0.874 2.380 -0.102
H 2.086 3.049 -1.103
C -5.234 -0.497 0.632
O -6.264 -1.127 0.367
N -4.364 -0.237 -0.338
N -4.744 -0.269 1.862
H -3.357 -0.261 -0.269
H -4.748 -0.327 -1.268
H -5.407 -0.382 2.616
H -3.834 0.165 1.910
C 4.021 -1.408 4.258
O 3.428 -2.515 4.176
N 3.578 -0.333 4.858
N 5.044 -1.252 3.538
H 2.766 -0.462 5.445
H 3.800 0.614 4.584
H 5.197 -2.045 2.931
H 5.667 -0.462 3.447
C -1.827 -4.040 -2.147
O -1.510 -5.055 -2.743
N -1.113 -2.973 -2.184
N -2.949 -3.811 -1.571
H -1.258 -2.363 -1.392
H -0.160 -3.224 -2.405
H -3.693 -4.458 -1.793
H -3.193 -2.891 -1.233
C -5.895 -2.931 3.414
C -5.331 -4.243 4.128
O -6.365 -4.391 5.146
S -7.881 -4.035 4.532
O -8.727 -3.626 5.617
O -8.166 -5.096 3.564
O -7.268 -2.753 3.758
H -5.595 -3.055 2.373
H -5.317 -2.076 3.763
H -4.413 -4.143 4.708
H -5.138 -5.148 3.553
C -6.138 3.382 1.192
C -5.323 3.661 -0.146
O -4.106 4.271 0.112
S -3.608 3.748 1.662
O -2.814 4.739 2.393
O -3.156 2.330 1.571
O -5.191 3.705 2.230
H -6.382 2.330 1.338
H -7.101 3.892 1.165
H -5.980 4.304 -0.731
H -5.039 2.772 -0.708
C 0.132 -6.629 0.388
C -0.209 -8.146 0.329
O -0.339 -8.292 -1.111
S 1.006 -7.507 -1.750
O 0.656 -7.090 -3.090
O 2.305 -8.162 -1.475
O 0.751 -6.204 -0.781
H 0.767 -6.313 1.215
H -0.777 -6.060 0.584
H -1.199 -8.291 0.760
H 0.582 -8.831 0.634
C 3.383 -2.219 -1.071
C 3.512 -1.691 0.355
O 4.899 -1.828 0.623
S 5.842 -2.368 -0.606
O 6.144 -3.750 -0.539
O 6.936 -1.394 -0.837
O 4.587 -2.131 -1.687
H 2.634 -1.617 -1.585
H 3.009 -3.243 -1.105
H 3.071 -2.365 1.090
H 3.107 -0.681 0.424
C 4.365 3.867 2.969
C 5.773 4.531 2.868
O 6.731 3.543 3.048
S 6.102 2.007 2.814
O 6.525 1.029 3.731
O 5.961 1.626 1.390
O 4.619 2.547 3.305
H 3.835 3.786 2.020
H 3.688 4.228 3.744
H 5.972 5.317 3.596
H 5.839 5.052 1.913
C 0.532 1.844 4.844
C 0.891 3.020 5.843
C -0.413 3.286 6.573
O -1.039 2.013 6.526
C -0.842 1.433 5.328
H 1.169 0.995 5.092
H 0.763 2.133 3.819
H 1.396 3.812 5.289
H 1.619 2.728 6.599
H -1.168 3.917 6.103
H -0.280 3.582 7.614
H -1.555 1.835 4.608
H -0.963 0.355 5.444
C 5.764 1.738 -1.883
C 5.975 3.211 -1.609
C 4.696 3.615 -0.809
O 3.785 2.969 -1.649
C 4.280 1.715 -2.163
H 6.129 1.255 -0.977
H 6.175 1.190 -2.731
H 5.727 3.763 -2.516
H 6.953 3.467 -1.200
H 4.531 4.692 -0.787
H 4.486 3.224 0.187
H 4.004 1.698 -3.218
H 3.788 0.898 -1.635
C -2.595 -0.701 -4.472
C -2.573 0.169 -5.736
C -4.043 0.300 -5.983
O -4.585 0.606 -4.609
C -3.698 -0.038 -3.641
H -1.714 -0.599 -3.839
H -2.747 -1.720 -4.829
H -2.114 -0.364 -6.569
H -2.134 1.161 -5.629
H -4.574 -0.576 -6.357
H -4.286 1.087 -6.697
H -4.166 -0.779 -2.994
H -3.315 0.760 -3.004
C 1.299 -0.629 -5.251
C 1.627 -0.600 -6.771
C 2.070 -2.113 -7.093
O 1.870 -2.783 -5.906
C 1.958 -1.967 -4.782
H 0.247 -0.434 -5.040
H 1.775 0.120 -4.618
H 2.422 0.084 -7.069
H 0.788 -0.358 -7.422
H 3.113 -2.106 -7.409
H 1.491 -2.589 -7.885
H 2.993 -1.903 -4.446
H 1.486 -2.443 -3.922
C -0.098 2.858 -4.101
C -1.339 2.878 -3.140
C -1.499 4.344 -2.637
O -0.570 5.023 -3.516
C 0.579 4.146 -3.763
H -0.379 2.721 -5.146
H 0.569 2.076 -3.740
H -1.146 2.234 -2.282
H -2.284 2.617 -3.617
H -1.448 4.463 -1.554
H -2.458 4.751 -2.956
H 1.163 4.226 -2.846
H 1.102 4.668 -4.564
*
```

=====

Density functional theory data (ωB97M-V/def2-TZVPD) for a 11-piece molecular cluster, C35H81BN21O20 overall at a distorted geometry.

Calculated values
max |F|	8.9	eV/Å
energy relative to the best compared isomer or geometry (same formula, charge and spin)	390.4	kcal/mol
LUMO	-0.153	Eh
HOMO energy	-0.3890	Eh
orbital gap	6.426	eV

```
! wB97M-V def2-TZVPD RIJCOSX def2/J DEFGRID3
* xyz 1 1
C 4.134 -4.002 4.567
C 4.391 -4.827 3.174
B 3.163 -5.812 2.704
O 3.480 -7.276 2.548
O 1.761 -5.429 2.457
C 1.665 -4.308 1.480
O 2.625 -4.267 0.542
C 0.390 -3.244 1.569
C -0.301 -2.532 0.223
C 0.314 -2.902 -1.287
C -0.250 -4.372 -1.786
O -0.895 -5.158 -0.696
C -1.608 -1.501 0.390
C -2.262 -0.846 -1.003
C -1.298 0.408 -1.451
C -1.997 1.887 -1.217
C -1.070 2.883 -0.252
O 0.365 2.858 -0.657
C 1.227 3.246 0.501
C 2.506 2.275 0.881
O 0.981 4.326 1.267
N -2.221 -1.156 1.764
C -3.402 -0.183 1.927
C -4.792 -1.089 1.915
C -6.153 -0.149 2.135
C -6.007 0.821 3.489
O -5.566 2.085 3.314
O -6.316 0.242 4.816
C -1.649 -1.797 3.047
C -2.278 -1.522 4.559
C -1.432 -0.322 5.346
C -2.061 -0.202 6.856
O -2.939 0.981 7.059
C -0.336 -2.834 3.020
C 0.226 -3.445 4.472
O -0.569 -4.689 4.689
C -0.739 -4.971 6.122
H 3.433 -3.080 4.287
H 5.119 -3.504 5.020
H 3.664 -4.625 5.439
H 5.395 -5.451 3.342
H 4.650 -4.035 2.326
H 4.270 -7.378 1.939
H 1.502 -2.822 -1.314
H -0.053 -2.126 -2.117
H -1.130 -4.149 -2.562
H 0.531 -5.018 -2.370
H -1.902 -5.036 -0.788
H -2.267 -1.748 -1.785
H -3.398 -0.542 -0.846
H -0.333 0.346 -0.773
H -1.015 0.226 -2.582
H -2.160 2.390 -2.280
H -3.087 1.721 -0.772
H -1.480 3.978 -0.421
H -1.188 2.596 0.895
H 3.206 2.731 1.731
H 3.125 2.036 -0.099
H 2.138 1.233 1.295
H -3.504 0.577 1.044
H -3.299 0.481 2.913
H -4.821 -1.597 0.837
H -4.673 -1.925 2.726
H -6.391 0.469 1.159
H -7.014 -0.930 2.399
H -5.512 -0.322 5.078
H -2.287 -2.507 5.234
H -3.397 -1.153 4.540
H -0.268 -0.475 5.307
H -1.640 0.712 4.793
H -1.209 -0.158 7.679
H -2.698 -1.175 7.126
H -3.781 0.908 6.518
H 0.135 -2.673 5.354
H 1.360 -3.756 4.418
H -1.448 -5.928 6.197
H 0.297 -5.324 6.584
H -1.269 -4.129 6.737
C 4.209 5.734 -0.921
O 4.261 4.730 -0.229
N 3.079 6.446 -1.084
N 5.275 6.219 -1.581
H 3.016 7.276 -1.650
H 2.253 6.116 -0.604
H 6.146 5.713 -1.485
H 5.252 7.045 -2.156
C 2.920 5.043 -5.125
O 3.471 4.645 -6.139
N 3.574 5.217 -3.963
N 1.609 5.341 -5.078
H 3.138 5.544 -3.117
H 4.563 5.004 -3.954
H 1.079 5.223 -5.932
H 1.137 5.670 -4.252
C 8.276 -4.363 1.431
O 8.014 -3.489 2.242
N 9.516 -4.860 1.271
N 7.347 -4.909 0.625
H 9.751 -5.580 0.609
H 10.244 -4.476 1.859
H 6.400 -4.564 0.714
H 7.543 -5.630 -0.049
C 0.680 -3.367 -5.210
O 0.194 -2.709 -4.304
N 1.943 -3.191 -5.641
N -0.003 -4.326 -5.860
H 2.361 -3.723 -6.386
H 2.492 -2.478 -5.178
H -0.957 -4.491 -5.567
H 0.380 -4.879 -6.609
C -4.191 3.189 -4.325
O -4.139 2.184 -3.633
N -5.321 3.901 -4.489
N -3.125 3.674 -4.986
H -5.384 4.731 -5.054
H -6.147 3.570 -4.008
H -2.254 3.167 -4.889
H -3.148 4.499 -5.560
C -1.788 6.933 -4.770
O -1.729 6.197 -5.742
N -1.042 8.046 -4.655
N -2.605 6.697 -3.728
H -1.077 8.665 -3.862
H -0.414 8.261 -5.418
H -3.185 5.869 -3.775
H -2.668 7.292 -2.919
C -3.520 -6.248 3.054
O -4.006 -5.590 3.960
N -2.257 -6.072 2.624
N -4.203 -7.207 2.404
H -1.839 -6.604 1.879
H -1.708 -5.359 3.086
H -5.157 -7.372 2.697
H -3.820 -7.759 1.655
C 8.197 8.236 -1.927
O 7.040 8.099 -2.294
N 8.772 9.442 -1.771
N 8.999 7.194 -1.646
H 9.723 9.575 -1.470
H 8.202 10.254 -1.973
H 8.605 6.268 -1.751
H 9.954 7.287 -1.343
C -0.369 3.407 -8.343
O -0.500 2.491 -7.546
N 0.294 3.270 -9.505
N -0.876 4.634 -8.130
H 0.412 4.012 -10.174
H 0.692 2.361 -9.704
H -1.383 4.780 -7.267
H -0.779 5.401 -8.775
C -7.162 -4.294 5.666
O -6.333 -3.417 5.850
N -8.440 -4.184 6.072
N -6.873 -5.449 5.040
H -9.137 -4.895 5.930
H -8.700 -3.330 6.548
H -5.922 -5.572 4.717
H -7.542 -6.183 4.879
*
```

=====

- Which value of max |F| does entry 1 give?
  2.7 eV/Å